[1]
Formula: C37H50B2BrF4MnN9O3
Source: the OMol25 dataset
Level of theory: wB97M-V/def2-TZVPD

## Properties
lowest unoccupied orbital energy (alpha / beta)	1.2 / 1.9	eV
E	-6333.11864	Eh
2S+1	5
frontier orbital gap (alpha / beta)	7.81 / 8.52	eV
total charge	-1
HOMO (alpha / beta)	-6.59 / -6.58	eV
largest force on an atom	0.726	eV Å⁻¹
relative energy (zero: lowest compared OMol25 entry of this formula, charge and spin)	0.315	eV

CARTESIAN COORDINATES (ANGSTROEM)
Mn: 0.698964 -0.043209 -1.045287
C: 3.382232 -4.329040 -0.970365
C: 2.770895 -2.935520 -1.116776
C: 2.163009 -2.795410 -2.511231
C: 1.809317 -2.678781 0.016225
C: 1.505307 -3.552709 1.059399
C: 0.574442 -2.903763 1.847256
C: -0.251543 -3.449146 2.972969
C: -1.624625 -3.836703 2.411631
C: 0.430338 -4.637482 3.642578
N: 0.385977 -1.679917 1.335239
N: 1.118635 -1.543255 0.206545
B: -0.391610 -0.466404 1.886411
N: -1.541354 -0.116075 0.933906
N: -1.265494 0.299875 -0.333114
C: -2.432364 0.623655 -0.906232
C: -3.462721 0.425984 0.011745
C: -2.864331 -0.062267 1.154378
C: -3.528351 -0.441673 2.444990
C: -4.668359 -1.427011 2.173977
C: -4.036208 0.801688 3.177490
C: -2.577960 1.187079 -2.294827
C: -2.643495 0.105472 -3.375320
C: -3.818156 2.078263 -2.380755
N: 0.558974 0.749614 2.009421
N: 0.950764 1.415876 0.883333
C: 1.685102 2.448957 1.281529
C: 1.797288 2.438471 2.680354
C: 1.076580 1.346197 3.105195
C: 0.890977 0.923077 4.536515
C: -0.541988 1.086064 5.048222
C: 1.456156 -0.468336 4.822864
C: 2.270912 3.502718 0.377605
C: 1.865600 4.890099 0.887912
C: 1.880878 3.366144 -1.084190
H: 4.120057 -4.488713 -1.757392
H: 2.612020 -5.097139 -1.068395
H: 3.881453 -4.459394 -0.008571
H: 3.582185 -2.208870 -1.021061
H: 1.292401 -3.440453 -2.623037
H: 2.914454 -3.080751 -3.251439
H: 1.878367 -1.777330 -2.767619
H: 1.857249 -4.560612 1.180539
H: -0.399511 -2.667725 3.720375
H: -1.509596 -4.566783 1.608435
H: -2.131358 -2.972935 1.980126
H: -2.256932 -4.261672 3.195255
H: 0.456826 -5.498332 2.971017
H: -0.122112 -4.932681 4.536244
H: 1.454980 -4.401254 3.933448
H: -0.811767 -0.758115 2.960143
H: -4.514717 0.584768 -0.149942
H: -2.793722 -0.931646 3.084095
H: -5.504225 -0.917769 1.688461
H: -5.035952 -1.859035 3.107225
H: -4.346520 -2.233874 1.515629
H: -4.809926 1.298784 2.588349
H: -3.230738 1.517984 3.345863
H: -4.464510 0.530274 4.145138
H: -1.703210 1.804362 -2.476601
H: -3.407725 -0.635359 -3.130930
H: -1.703618 -0.428332 -3.484049
H: -2.896009 0.565923 -4.334203
H: -4.733250 1.481482 -2.339901
H: -3.817980 2.618257 -3.329570
H: -3.854272 2.810227 -1.571775
H: 2.341610 3.125573 3.306880
H: 1.504980 1.636493 5.095336
H: -1.217350 0.363978 4.590353
H: -0.921837 2.085848 4.832391
H: -0.571465 0.935836 6.129884
H: 0.834117 -1.244531 4.380132
H: 1.500957 -0.646121 5.899732
H: 2.462316 -0.572859 4.415427
H: 3.362289 3.425314 0.457810
H: 0.782782 5.013530 0.808077
H: 2.342360 5.666988 0.287289
H: 2.143912 5.047074 1.930088
H: 0.795247 3.312818 -1.180477
H: 2.300832 2.477897 -1.548897
H: 2.233260 4.236806 -1.641520
Br: -1.483783 5.722581 -4.411740
C: -0.675534 4.138115 -5.073871
C: -0.592322 3.937337 -6.441540
C: 0.003218 2.773698 -6.909827
C: 0.503506 1.833353 -6.023032
C: 0.398186 2.043915 -4.654512
C: -0.193153 3.206018 -4.173780
C: 0.923913 0.985097 -3.718339
O: 1.743120 0.172510 -4.082059
O: 0.363158 1.038260 -2.532945
H: -0.986162 4.677175 -7.124448
H: 0.075161 2.604968 -7.976584
H: 0.978284 0.925396 -6.369252
H: -0.266485 3.375565 -3.109665
O: 2.605872 0.197513 -1.217156
N: 3.335449 0.153085 -0.128250
C: 4.546021 0.576232 -0.308124
C: 5.427137 0.561797 0.830736
N: 6.146827 0.570668 1.726236
C: 5.035182 1.078215 -1.568459
N: 5.421690 1.496794 -2.565646
F: -0.549182 -1.696310 -1.911163
B: -1.392684 -2.893145 -1.814757
F: -1.711865 -3.273963 -3.108917
F: -2.521251 -2.547567 -1.074901
F: -0.654439 -3.877775 -1.155961

Forces on the atoms, in the same order (eV/Å):
Mn -0.2 0.1 0.7
C 0.0 0.0 0.0
C 0.0 0.0 0.0
C 0.0 0.0 -0.1
C 0.0 0.1 0.1
C -0.1 0.0 -0.1
C 0.0 0.1 0.1
C 0.0 0.0 0.0
C 0.0 0.0 0.0
C 0.0 0.0 0.0
N -0.1 0.0 -0.2
N 0.1 -0.2 0.1
B 0.1 -0.1 0.2
N 0.0 0.0 -0.1
N -0.2 -0.2 -0.2
C 0.2 0.1 -0.1
C 0.0 -0.1 -0.1
C 0.0 0.1 0.1
C 0.0 0.0 0.0
C 0.0 0.0 0.0
C 0.0 0.0 0.0
C -0.1 0.0 0.1
C 0.0 0.0 0.0
C 0.0 0.0 0.0
N 0.0 0.0 -0.1
N 0.0 0.0 0.1
C 0.0 0.0 0.0
C 0.0 0.0 0.0
C -0.2 0.0 0.0
C 0.1 0.0 0.0
C 0.0 0.0 0.0
C 0.0 0.0 0.0
C 0.0 0.0 0.1
C 0.0 0.0 0.0
C 0.0 0.0 0.0
H 0.0 0.0 0.0
H 0.0 0.0 0.0
H 0.0 0.0 0.0
H 0.0 0.0 0.0
H 0.0 0.0 0.0
H 0.0 0.0 0.0
H 0.0 0.0 0.1
H 0.0 0.0 0.0
H 0.0 0.0 0.0
H 0.0 0.0 0.0
H 0.0 0.0 0.0
H 0.0 0.0 0.0
H 0.0 0.0 0.0
H 0.0 0.0 0.0
H 0.0 0.0 0.0
H 0.0 0.0 -0.1
H 0.0 0.0 0.0
H 0.0 0.0 -0.1
H 0.0 0.0 0.0
H 0.0 0.0 0.0
H 0.0 0.0 0.0
H 0.0 0.0 0.0
H 0.0 0.0 0.0
H 0.0 0.0 0.0
H 0.0 0.0 0.0
H 0.0 0.0 0.0
H 0.0 0.0 0.0
H 0.0 0.0 0.0
H 0.0 0.0 0.0
H 0.0 0.0 0.0
H 0.0 0.0 0.0
H 0.0 0.0 0.0
H 0.0 0.0 0.0
H 0.0 0.0 0.0
H 0.0 0.0 0.0
H 0.0 0.0 0.0
H 0.0 0.0 0.0
H 0.0 0.0 0.0
H 0.0 0.0 0.0
H 0.0 0.0 0.0
H 0.0 0.0 0.0
H 0.0 0.0 0.0
H 0.0 0.0 0.0
H 0.0 0.0 0.0
H 0.0 0.0 0.0
H 0.0 0.0 0.0
Br 0.0 0.0 0.0
C 0.0 -0.1 0.0
C 0.0 0.0 0.0
C 0.0 0.0 0.0
C 0.0 0.0 0.0
C 0.1 0.0 0.0
C 0.0 0.0 0.0
C -0.2 0.0 0.1
O 0.0 0.0 0.0
O 0.2 0.2 -0.1
H 0.0 0.0 0.0
H 0.0 0.0 0.0
H 0.0 0.0 0.0
H 0.0 0.0 0.0
O 0.1 0.0 -0.1
N -0.1 0.0 -0.4
C 0.1 0.0 0.1
C -0.1 0.0 -0.2
N 0.0 0.0 0.0
C -0.1 0.0 0.1
N 0.1 0.0 0.0
F 0.2 0.0 -0.3
B 0.0 0.0 0.1
F 0.0 0.0 0.0
F 0.0 0.0 0.0
F 0.0 0.0 0.0

Results of the Mulliken charge analysis, in e, for atoms 1 through 6: 0.3662, -2.0726, 1.6409, -1.2069, -0.6493, -1.2008



[2]
Formula: C4H9N5
Source: the OMol25 dataset
Level of theory: wB97M-V/def2-TZVPD

## Properties
lowest unoccupied orbital energy	0.0	eV
E	-431.31866	Eh
frontier orbital gap	6.99	eV
total charge	0
HOMO	-7.03	eV
largest force on an atom	4.671	eV Å⁻¹
relative energy (zero: lowest compared OMol25 entry of this formula, charge and spin)	7.854	eV

CARTESIAN COORDINATES (ANGSTROEM)
C: -0.976221 -0.612952 0.373910
C: -1.761602 -1.528480 2.503141
C: -0.600068 -0.668832 -2.055726
C: 2.086066 2.197998 -0.334560
N: 2.114291 -0.200707 -0.750392
N: 0.168105 1.002366 -0.424877
N: -1.631410 -0.616905 1.362932
N: -0.515810 -0.101341 -0.674870
N: 1.518161 0.788656 -0.436139
H: -2.497131 -1.254638 3.261661
H: -0.674202 -1.476099 2.926083
H: -1.981129 -2.598328 2.139128
H: -1.315918 -0.278001 -2.767580
H: 0.340276 -0.535678 -2.407311
H: -0.940209 -1.789773 -1.961476
H: 2.090925 2.781983 -1.307459
H: 3.179079 2.237045 0.112752
H: 1.396797 2.653685 0.440784

Forces on the atoms, in the same order (eV/Å):
C -1.0 0.2 0.5
C 2.9 -1.2 -0.2
C -3.0 -3.1 1.8
C 1.3 1.2 1.9
N 0.3 -0.6 0.6
N -0.9 2.7 1.1
N -1.5 -1.1 1.0
N -0.5 -1.5 -2.7
N 2.1 0.8 -2.0
H 0.1 0.4 -0.5
H -2.1 -0.6 -0.1
H 0.4 1.7 0.5
H -0.4 1.0 0.6
H 2.9 -0.2 -1.3
H 1.2 1.9 -0.2
H -0.3 -1.1 1.1
H -2.2 -0.6 -1.1
H 0.9 0.0 -1.2

Results of the Mulliken charge analysis, in e, for atoms 1 through 6: 0.3316, -0.5779, -0.6535, -0.6297, -0.8865, -1.1384



[3]
Formula: C12H19NO15P
Source: the OMol25 dataset
Level of theory: wB97M-V/def2-TZVPD

## Properties
lowest unoccupied orbital energy	1.3	eV
E	-1993.53237	Eh
frontier orbital gap	3.95	eV
total charge	-1
HOMO	-2.60	eV
largest force on an atom	3.603	eV Å⁻¹

CARTESIAN COORDINATES (ANGSTROEM)
N: 1.443688 5.787593 -0.816898
P: 1.561914 5.456658 -2.396691
O: 2.625750 6.228780 -3.073679
O: 1.797903 3.827456 -2.530162
O: 0.121009 5.889564 -3.111208
H: 0.662140 5.195465 -0.509765
H: 1.853751 3.529022 -3.449876
H: -0.561971 5.517588 -2.535791
C: 0.319476 -0.283801 -4.933302
C: 1.296825 -0.414024 -3.790761
O: 2.314126 0.530371 -4.142055
C: 1.750952 1.452680 -4.960483
O: 2.265552 2.466976 -5.293450
O: 0.504278 1.067232 -5.345929
H: -0.710290 -0.458085 -4.628204
H: 0.558631 -0.946084 -5.770383
H: 0.862667 -0.127688 -2.835959
H: 1.711647 -1.416455 -3.703931
C: -1.010346 1.372349 1.726648
C: -0.383615 2.585795 2.372009
O: -0.427264 3.550212 1.328049
C: -1.415486 3.199683 0.473100
O: -1.809628 3.880238 -0.408829
O: -1.891902 1.951121 0.764995
H: -1.560683 0.754078 2.434872
H: -0.276648 0.751695 1.205749
H: -0.965215 2.955447 3.220738
H: 0.640396 2.411463 2.693997
C: -2.420302 -2.161714 0.103381
C: -1.623528 -2.342013 1.372878
O: -0.278807 -2.131395 0.927268
C: -0.331625 -1.375789 -0.198001
O: 0.610684 -0.883157 -0.722803
O: -1.607180 -1.254582 -0.645384
H: -3.407419 -1.741696 0.281177
H: -2.527317 -3.090345 -0.463021
H: -1.865925 -1.600397 2.127672
H: -1.738314 -3.331769 1.801790
C: 1.127808 -4.908634 4.953279
C: 0.275829 -5.541300 3.878991
O: -0.793823 -4.601904 3.740363
C: -0.341249 -3.394957 4.172370
O: -0.924004 -2.372434 4.032672
O: 0.862876 -3.515700 4.778581
H: 2.187188 -5.119584 4.830713
H: 0.821265 -5.202587 5.959236
H: 0.798567 -5.624568 2.924338
H: -0.102385 -6.520802 4.161700

Forces on the atoms, in the same order (eV/Å):
N -0.6 -1.1 -1.1
P 1.0 2.2 2.7
O 0.1 -0.3 -1.1
O -0.9 0.0 -0.6
O 0.2 -1.3 -0.3
H 0.1 0.2 0.5
H 0.2 0.3 0.0
H -0.1 0.2 -0.1
C -0.2 -0.2 -0.1
C 0.0 -0.1 0.3
O -0.2 -0.1 -0.3
C 0.0 0.1 0.1
O 0.1 0.0 -0.1
O 0.1 -0.1 0.0
H 0.0 0.2 0.0
H 0.0 0.0 0.0
H 0.0 0.0 0.0
H 0.2 0.1 0.0
C 0.0 -0.3 0.0
C 0.2 0.0 0.3
O -0.2 -0.2 0.0
C 0.3 0.2 -0.1
O -0.3 0.0 -0.2
O 0.1 0.1 0.1
H -0.2 0.1 -0.1
H 0.1 0.1 0.0
H 0.0 0.0 0.0
H 0.1 0.1 -0.1
C -0.2 -0.1 -0.1
C -0.4 -0.1 -0.1
O -0.1 0.0 -0.1
C -0.1 0.0 -0.1
O 0.2 0.0 0.0
O 0.2 -0.2 0.1
H 0.1 0.2 -0.1
H 0.1 0.0 0.0
H 0.0 0.0 -0.1
H 0.2 0.0 0.0
C 0.2 -0.2 0.2
C 0.1 -0.3 -0.1
O 0.1 0.1 0.1
C 0.2 0.1 0.1
O 0.0 0.1 0.3
O -0.2 -0.2 -0.1
H 0.0 0.2 0.0
H 0.0 0.0 0.0
H 0.0 0.1 0.0
H -0.2 0.1 0.0

Results of the Mulliken charge analysis, in e, for atoms 1 through 6: -0.9000, 0.9088, -0.7416, -0.3690, -0.5491, 0.1336



[4]
Formula: C2H4NO2
Source: the OMol25 dataset
Level of theory: wB97M-V/def2-TZVPD

## Properties
lowest unoccupied orbital energy (alpha / beta)	-7.8 / -7.8	eV
E	-283.38937	Eh
frontier orbital gap (alpha / beta)	7.17 / 7.18	eV
total charge	+1
HOMO (alpha / beta)	-14.97 / -14.97	eV
largest force on an atom	2.948	eV Å⁻¹
relative energy (zero: lowest compared OMol25 entry of this formula, charge and spin)	4.539	eV

CARTESIAN COORDINATES (ANGSTROEM)
C: 2.508156 0.499824 -0.087486
C: 2.862961 1.473059 0.655666
N: -0.045928 -0.056591 -0.383789
O: 2.078813 -0.413068 -0.687444
O: -0.295318 0.742425 0.461371
H: 2.925910 1.492848 1.713003
H: 3.096291 2.418954 0.122218
H: -0.468177 -0.970205 -0.347530
H: 0.495371 0.170403 -1.173019

Forces on the atoms, in the same order (eV/Å):
C 0.0 -1.4 0.3
C 0.4 2.4 -0.9
N -2.3 1.2 1.4
O 1.1 -0.2 -0.1
O 0.5 -0.4 -0.4
H 0.1 -0.4 0.8
H -0.1 -0.6 0.4
H -0.2 -1.3 0.4
H 0.5 0.8 -1.9

Results of the Mulliken charge analysis, in e, for atoms 1 through 6: 0.8350, -0.7743, 0.2689, -0.4687, -0.1098, 0.3309